1 | 16
Properties=species:S:1:pos:R:3:nbo_charge:R:1 method="wB97M-V/def2-TZVPD" gap_ev="8.148 / 8.148"
C -2.445 -0.926 -0.451 -0.230
C -1.300 -0.722 -1.318 -0.293
C -2.357 -0.254 0.708 -0.422
C -0.432 0.098 -0.749 -0.035
C 1.605 1.521 -0.940 -0.064
C 1.991 0.811 0.060 0.229
C 2.196 -0.056 1.192 -0.694
N 0.763 0.382 -1.308 -0.436
S -0.953 0.740 0.809 0.314
H -3.193 -1.610 -0.625 0.215
H -1.153 -1.278 -2.350 0.241
H -2.852 -0.359 1.664 0.230
H 1.567 2.485 -1.201 0.202
H 3.141 -0.363 1.249 0.237
H 1.475 -0.865 1.211 0.263
H 1.945 0.396 2.050 0.243

---

2 | 16
Properties=species:S:1:pos:R:3:nbo_charge:R:1 method="wB97M-V/def2-TZVPD" gap_ev=7.633 smiles="C=C(C)/C(C#N)=C/C=S"
C 1.543 0.769 -1.226 -0.359
C 0.924 0.307 -0.139 -0.027
C 1.790 0.372 1.091 -0.628
C -0.568 -0.006 -0.050 -0.058
C -1.270 1.297 0.076 0.256
N -1.870 2.238 0.310 -0.275
C -1.087 -1.223 -0.161 -0.218
C -2.493 -1.617 -0.262 -0.307
S -3.679 -0.584 0.077 0.136
H 1.071 0.720 -2.174 0.195
H 2.542 1.260 -1.240 0.208
H 1.335 0.944 1.943 0.223
H 2.758 0.646 0.934 0.219
H 1.827 -0.635 1.674 0.212
H -0.245 -1.901 -0.303 0.228
H -2.578 -2.587 -0.549 0.194

---

In order of decreasing stability: 2, 1.

---

1 | 9
Properties=species:S:1:pos:R:3:nbo_charge:R:1 method="wB97M-V/def2-TZVPD" gap_ev=8.362 smiles="Nn1onnc1=S"
N -0.236 1.577 -0.153 -0.579
N -0.253 0.187 -0.001 0.011
O -1.570 -0.250 0.153 -0.089
N -1.425 -1.522 -0.028 0.176
N -0.200 -1.908 -0.155 -0.221
C 0.589 -0.813 0.020 0.148
S 2.267 -0.608 0.042 -0.219
H 0.739 1.648 -0.718 0.398
H 0.088 1.691 0.840 0.376

---

2 | 9
Properties=species:S:1:pos:R:3:nbo_charge:R:1 method="wB97M-V/def2-TZVPD" gap_ev=10.125 smiles="[H]/N=c1/onnn1S"
H 0.807 -1.022 2.033 0.358
N 1.019 -1.460 1.171 -0.718
C 0.496 -0.871 0.170 0.623
O 0.660 -1.289 -1.103 -0.301
N 0.006 -0.411 -1.944 0.107
N -0.540 0.515 -1.308 0.005
N -0.173 0.314 -0.016 -0.445
S -0.731 1.361 1.199 0.244
H 0.449 2.068 1.259 0.126

---

In order of decreasing stability: 2, 1.

---

1 | 16
Properties=species:S:1:pos:R:3:nbo_charge:R:1 method="wB97M-V/def2-TZVPD" charge=+1 gap_ev=8.255
C -1.519 0.754 1.367 -0.095
C -2.235 -0.357 1.645 -0.277
C 0.718 0.896 2.187 0.159
N -0.071 0.677 1.177 -0.457
H -1.783 1.711 1.770 0.233
H -1.746 -1.288 1.389 0.222
H -3.287 -0.246 1.862 0.246
H 1.641 1.434 1.985 0.212
H 0.637 0.197 3.013 0.236
H 0.396 0.587 0.248 0.484
H 0.571 -0.740 -4.835 0.464
H -0.212 -1.857 -4.834 0.469
O 0.441 -1.479 -4.220 -0.933
H 2.681 0.419 -0.632 0.499
H 1.933 -0.806 -1.153 0.515
O 1.831 -0.022 -0.600 -0.976

---

2 | 16
Properties=species:S:1:pos:R:3:nbo_charge:R:1 method="wB97M-V/def2-TZVPD" charge=+1 gap_ev="8.576 / 8.051"
C -1.371 0.920 2.230 -0.853
C 1.982 0.969 -1.101 -0.052
C 0.212 -0.558 -1.450 0.586
N -0.138 -1.083 -0.113 -0.747
O -0.245 -1.485 -2.378 -0.692
O 1.198 0.240 -1.822 -0.384
H -0.963 -0.191 2.392 0.170
H -0.565 1.367 1.713 0.192
H -1.467 1.209 3.342 0.269
H 2.242 1.882 -1.547 0.204
H 2.193 0.624 -0.075 0.153
H -2.260 0.932 1.647 0.228
H 0.473 -1.875 0.312 0.437
H -1.066 -1.525 -0.350 0.497
H -0.010 -0.331 0.504 0.458
H -0.217 -1.093 -3.304 0.533

---

In order of decreasing stability: 1, 2.

---

1 | 9
Properties=species:S:1:pos:R:3:nbo_charge:R:1 method="wB97M-V/def2-TZVPD" gap_ev=8.751
N -1.402 -0.573 -1.227 0.407
N 0.939 -0.623 -0.166 -0.641
N -0.133 0.163 -0.155 -0.226
N -0.367 1.220 0.795 0.634
O -0.978 -1.621 -1.435 -0.154
O -1.428 1.758 0.744 -0.375
O 0.542 1.418 1.556 -0.390
H 1.058 -1.490 0.413 0.370
H 1.767 -0.253 -0.525 0.373

---

2 | 9
Properties=species:S:1:pos:R:3:nbo_charge:R:1 method="wB97M-V/def2-TZVPD" gap_ev=10.838
N 0.481 -0.472 -0.240 -0.599
N -0.491 -1.216 0.110 0.038
N -1.648 -1.192 0.120 0.107
O -2.271 0.197 -0.181 -0.391
N -3.672 0.084 -0.022 0.749
O -4.038 -0.980 0.277 -0.337
O -4.221 1.088 -0.184 -0.335
H 1.278 -0.929 -0.464 0.381
H 0.532 0.562 -0.584 0.388

---

In order of decreasing stability: 1, 2.

---

1 | 8
Properties=species:S:1:pos:R:3:nbo_charge:R:1 method="wB97M-V/def2-TZVPD" gap_ev=8.717 smiles="BrCC1=CO1"
Br 2.476 0.022 0.408 0.060
C 0.912 -0.803 -0.204 -0.516
C -0.504 0.127 -0.266 0.133
C -1.350 1.103 -0.048 0.141
O -1.281 0.530 1.150 -0.537
H 1.034 -1.062 -1.246 0.239
H 0.823 -1.656 0.600 0.273
H -2.110 1.738 -0.394 0.208

---

2 | 8
Properties=species:S:1:pos:R:3:nbo_charge:R:1 method="wB97M-V/def2-TZVPD" gap_ev=9.781 smiles="O=C/C=C/Br"
O -1.606 -1.228 0.117 -0.515
C -1.328 -0.065 -0.053 0.403
C 0.032 0.502 -0.093 -0.368
C 1.077 -0.297 0.098 -0.186
Br 2.878 0.175 0.122 0.099
H -2.106 0.710 -0.193 0.111
H 0.147 1.558 -0.271 0.222
H 0.905 -1.355 0.273 0.234

---

3 | 8
Properties=species:S:1:pos:R:3:nbo_charge:R:1 method="wB97M-V/def2-TZVPD" gap_ev=9.167
C 0.157 -0.653 -0.048 0.167
C -0.642 -1.517 0.872 0.316
C 0.016 0.831 0.230 -0.677
O -1.040 -1.393 -0.378 -0.420
Br 1.916 -0.787 -1.428 -0.088
H -0.877 0.914 0.861 0.224
H -0.325 1.202 -0.722 0.230
H 0.795 1.402 0.612 0.249

---

In order of decreasing stability: 2, 3, 1.

---

1 | 10
Properties=species:S:1:pos:R:3:nbo_charge:R:1 method="wB97M-V/def2-TZVPD" gap_ev=10.779
C -0.807 -1.514 -2.019 -0.415
C 0.343 1.080 1.000 -0.421
C 0.036 -0.186 0.837 -0.409
C -1.751 -0.889 -2.490 0.411
F -2.339 0.063 -3.026 -0.250
H -0.842 -0.994 0.227 0.252
H 0.073 -1.997 -1.604 0.262
H 0.714 1.404 1.945 0.211
H -0.045 1.703 0.207 0.189
H 0.394 -0.640 1.886 0.170

---

2 | 10
Properties=species:S:1:pos:R:3:nbo_charge:R:1 method="wB97M-V/def2-TZVPD" gap_ev=9.672
C -0.815 0.993 1.842 0.248
C -0.748 2.090 1.062 -0.795
C 0.482 -1.997 -1.078 -0.487
C 0.540 -0.852 -0.476 0.258
F 1.682 -0.116 -0.200 -0.353
H -0.852 2.056 0.046 0.259
H -0.761 3.095 1.590 0.285
H -0.485 -2.320 -1.206 0.210
H 1.234 -2.610 -1.518 0.222
H -0.276 -0.339 -0.062 0.152

---

In order of decreasing stability: 2, 1.

---

1 | 10
Properties=species:S:1:pos:R:3:nbo_charge:R:1 method="wB97M-V/def2-TZVPD" gap_ev=9.769 smiles=C#CCCF
C -2.000 -0.702 0.153 -0.166
C -1.299 0.513 -0.197 -0.035
C 0.091 1.157 -0.084 -0.550
C 1.206 0.145 0.432 0.059
F 1.207 -1.052 -0.346 -0.381
H -2.753 -1.313 0.392 0.199
H 0.269 1.601 -1.143 0.251
H 0.201 2.232 0.381 0.261
H 2.122 0.561 0.170 0.168
H 1.304 -0.282 1.478 0.194

---

2 | 10
Properties=species:S:1:pos:R:3:nbo_charge:R:1 method="wB97M-V/def2-TZVPD" gap_ev=11.110 smiles="F[C@H]1C=CC1"
F -1.979 0.182 -0.329 -0.367
C -0.859 -0.021 0.474 0.192
C 0.028 -1.153 0.025 -0.233
C 0.940 -0.373 -0.526 -0.131
C 0.308 0.918 -0.102 -0.464
H -1.162 -0.039 1.527 0.174
H 0.100 -2.151 0.220 0.201
H 1.915 -0.422 -0.877 0.199
H 0.972 1.612 0.435 0.214
H -0.264 1.447 -0.847 0.215

---

In order of decreasing stability: 2, 1.